(1)
This record from OMol25 describes the molecule C17H23N3O4S in a non-equilibrium geometry. The level of theory is ωB97M-V/def2-TZVPD.

**Charge**: 0
**Multiplicity**: 1
**Highest occupied orbital energy**: -8.68 eV
**SMILES string**: CCCS(=O)(=O)N1CCC[C@@H](c2nc(-c3cccc(OC)c3)no2)C1
**Relative energy (zero: lowest compared OMol25 entry of this formula, charge and spin)**: 69.5 kcal per mole
**LUMO**: 0.6 eV
**Orbital gap**: 9.31 eV

Last column: natural (NBO) charge in e.
Cartesian coordinates (Å):
C -5.744 -2.911 0.271  -0.5994
H -5.235 -3.869 0.211  0.2170
H -6.533 -2.988 1.015  0.2053
H -6.201 -2.703 -0.694  0.2011
C -4.759 -1.810 0.648  -0.4179
C -5.424 -0.453 0.742  -0.6378
H -6.219 -0.436 1.483  0.2428
H -5.805 -0.102 -0.213  0.2289
S -4.196 0.764 1.290  2.3234
O -4.824 2.055 1.329  -0.9418
O -3.557 0.273 2.474  -0.9455
N -3.095 0.698 0.030  -0.7064
C -1.714 0.432 0.336  -0.2145
H -1.692 -0.234 1.198  0.2462
C -1.049 -0.210 -0.894  -0.2853
C 0.381 -0.466 -0.602  0.5477
N 1.310 0.410 -0.384  -0.5083
C 2.421 -0.359 -0.156  0.3034
N 2.164 -1.639 -0.237  -0.1466
O 0.838 -1.721 -0.526  -0.2702
C 3.724 0.202 0.139  -0.0827
C 4.816 -0.634 0.323  -0.2478
C 6.070 -0.097 0.608  0.3854
C 6.214 1.284 0.707  -0.3196
C 5.116 2.110 0.522  -0.1881
C 3.873 1.585 0.238  -0.2054
H 3.013 2.220 0.093  0.2321
H 5.244 3.180 0.603  0.2153
H 7.172 1.727 0.928  0.2192
O 7.076 -0.998 0.769  -0.5071
C 8.368 -0.523 1.061  -0.2540
H 8.391 0.025 2.009  0.1760
H 8.753 0.116 0.261  0.1756
H 8.994 -1.410 1.145  0.2020
H 4.699 -1.702 0.247  0.2399
H -1.532 -1.167 -1.110  0.2292
C -1.194 0.738 -2.092  -0.3909
C -2.666 1.073 -2.317  -0.4046
C -3.270 1.652 -1.040  -0.2183
H -4.338 1.837 -1.148  0.2237
H -2.782 2.606 -0.793  0.1889
H -3.209 0.166 -2.591  0.2007
H -2.766 1.793 -3.130  0.2202
H -0.771 0.274 -2.985  0.2191
H -0.630 1.648 -1.881  0.2186
H -1.170 1.353 0.589  0.1973
H -4.302 -2.030 1.614  0.2255
H -3.960 -1.756 -0.094  0.2077

=====

(2)
This record from OMol25 describes a structure of composition C17H23N4NiO2SeSi in a non-equilibrium geometry. The level of theory is ωB97M-V/def2-TZVPD.

**Charge**: -1
**Multiplicity**: 3
**Highest occupied orbital energy (alpha / beta)**: -2.97 / -2.96 eV
**⟨S²⟩**: 2.010
**Relative energy (zero: lowest compared OMol25 entry of this formula, charge and spin)**: 0.0 kcal per mole
**LUMO (alpha / beta)**: 2.3 / 2.3 eV
**Orbital gap (alpha / beta)**: 5.28 / 5.30 eV

Last column: Mulliken spin population.
Cartesian coordinates (Å):
Ni -0.894 0.969 0.323  1.6369
C 3.882 0.247 -0.107  0.0023
O 3.082 1.177 -0.980  0.0016
C 1.784 1.218 -0.640  0.0037
O 1.322 0.744 0.421  0.0129
N 1.031 1.773 -1.641  0.0002
N -0.388 1.862 -1.456  0.0407
H 4.911 0.467 -0.361  0.0007
H 3.564 -0.795 -0.306  -0.0006
H 3.667 0.540 0.928  -0.0008
H 1.471 1.804 -2.570  0.0012
H -0.942 1.438 -2.224  -0.0039
H -0.607 2.875 -1.387  -0.0052
C -3.299 4.290 0.624  0.0080
C -3.042 4.619 1.974  -0.0062
C -2.393 3.697 2.812  0.0049
C -1.897 2.491 2.304  0.0040
N -2.070 2.256 0.962  0.0646
C -2.821 3.056 0.179  0.0074
C -1.227 1.371 2.974  -0.0410
C -1.050 1.220 4.351  -0.0073
C -0.493 0.085 4.905  -0.0003
C -0.096 -0.939 4.057  0.0093
C -0.254 -0.782 2.677  0.0118
C -0.788 0.352 2.124  0.1488
H -3.906 4.912 -0.048  0.0001
H -3.371 5.569 2.381  -0.0011
H -2.351 3.945 3.886  0.0013
H -2.975 2.701 -0.833  -0.0016
H -1.362 2.057 4.975  0.0009
H -0.391 -0.009 5.991  0.0003
H 0.322 -1.874 4.436  -0.0002
H 0.081 -1.588 2.007  0.0056
N -2.392 -0.475 -1.899  -0.0015
C -1.995 0.003 -0.899  0.0939
C 2.370 -2.579 -3.699  0.0001
Si 1.199 -3.432 -2.526  -0.0003
C 1.560 -5.226 -2.208  0.0004
C -0.562 -3.389 -3.115  0.0000
Se 1.413 -2.388 -0.578  0.0089
H 2.252 -2.982 -4.702  0.0000
H 3.400 -2.744 -3.380  0.0000
H 2.257 -1.504 -3.739  0.0000
H 1.309 -5.845 -3.084  0.0000
H 0.886 -5.545 -1.403  0.0000
H 2.593 -5.409 -1.907  0.0000
H -0.667 -3.465 -4.190  0.0001
H -1.082 -2.504 -2.751  -0.0003
H -1.042 -4.261 -2.654  0.0000

=====

(3)
This record from OMol25 describes a cluster of 3 separate species, C17H23N4O3P in total in a non-equilibrium geometry. The level of theory is ωB97M-V/def2-TZVPD.

**Charge**: 0
**Multiplicity**: 1
**Highest occupied orbital energy**: -8.34 eV
**SMILES string**: CC(=O)N(C)P(CCCO)OC#N.c1ccncc1.c1ccncc1
**LUMO**: 0.4 eV
**Orbital gap**: 8.77 eV

Last column: natural (NBO) charge in e.
Cartesian coordinates (Å):
C -0.605 2.686 2.842  -0.7210
C 0.052 2.647 1.363  0.7148
O 1.292 2.399 1.179  -0.5747
N -0.870 2.896 0.198  -0.8036
C -1.462 1.515 -0.072  -0.4502
P 0.279 3.335 -1.122  1.2673
C 0.779 5.166 -0.903  -0.7700
C -0.451 6.155 -0.585  -0.4443
C -0.173 7.567 -1.354  -0.0554
O -1.146 8.570 -0.953  -0.7379
O -0.510 3.145 -2.681  -0.7220
C -1.844 3.636 -2.643  0.4999
N -2.986 3.873 -2.293  -0.4004
H 0.202 2.774 3.652  0.2522
H -1.295 1.777 2.978  0.2470
H -1.290 3.622 2.835  0.2466
H -1.013 1.000 -0.989  0.2313
H -2.586 1.710 -0.275  0.2296
H -1.367 0.879 0.890  0.2227
H 1.344 5.502 -1.838  0.2531
H 1.525 5.229 -0.018  0.2631
H -1.472 5.795 -0.951  0.2301
H -0.552 6.414 0.527  0.2214
H -0.196 7.427 -2.506  0.1669
H 0.901 7.883 -1.044  0.1552
H -1.304 9.218 -1.677  0.4765
N -0.250 -1.693 0.238  -0.4322
C -0.638 -2.953 0.501  0.0314
C 0.005 -3.786 1.401  -0.2631
C 1.119 -3.296 2.069  -0.1731
C 1.543 -1.999 1.815  -0.2525
C 0.830 -1.243 0.899  0.0158
H -1.511 -3.291 -0.048  0.1928
H -0.354 -4.793 1.576  0.2408
H 1.650 -3.918 2.781  0.2134
H 2.409 -1.585 2.318  0.2202
H 1.121 -0.223 0.670  0.2050
N -0.230 -7.052 0.286  -0.4274
C -0.560 -7.166 -1.012  0.0341
C 0.293 -7.668 -1.983  -0.2596
C 1.562 -8.072 -1.596  -0.1634
C 1.930 -7.964 -0.262  -0.2607
C 1.004 -7.453 0.633  0.0312
H -1.561 -6.834 -1.265  0.1947
H -0.028 -7.739 -3.014  0.2226
H 2.258 -8.469 -2.327  0.2182
H 2.912 -8.270 0.074  0.2218
H 1.243 -7.352 1.687  0.1918

=====

(4)
This record from OMol25 describes a structure of composition C17H23N5O4S. The level of theory is ωB97M-V/def2-TZVPD.

**Charge**: 0
**Multiplicity**: 1
**Highest occupied orbital energy**: -8.32 eV
**Relative energy (zero: lowest compared OMol25 entry of this formula, charge and spin)**: 28.5 kcal per mole
**LUMO**: -0.2 eV
**Orbital gap**: 8.16 eV

Last column: natural (NBO) charge in e.
Cartesian coordinates (Å):
C 3.691 0.031 0.252  -0.6003
H 3.247 -0.740 0.878  0.2058
H 4.361 -0.448 -0.459  0.2055
H 4.280 0.688 0.887  0.2076
C 2.603 0.820 -0.476  -0.2150
C 1.683 1.488 0.544  -0.6144
H 0.986 2.173 0.067  0.1973
H 1.127 0.744 1.109  0.2088
H 2.275 2.065 1.251  0.2157
C 1.861 -0.117 -1.437  -0.3950
H 1.474 -0.974 -0.881  0.1996
H 2.585 -0.502 -2.157  0.2104
C 0.706 0.528 -2.213  -0.2320
N -0.543 0.445 -1.492  -0.6306
C -1.547 -0.357 -1.876  0.6689
O -1.584 -0.954 -2.932  -0.6330
C -2.720 -0.462 -0.882  -0.3283
N -2.482 0.080 0.430  -0.4358
C -1.573 -0.394 1.332  0.6567
O -1.405 0.186 2.405  -0.6613
C -0.768 -1.565 1.025  -0.4454
C 0.332 -1.934 1.816  0.2098
N 0.805 -1.281 2.881  -0.7863
H 0.235 -0.541 3.266  0.4353
H 1.575 -1.708 3.377  0.4348
C 0.942 -3.111 1.276  0.0107
N 0.356 -3.604 0.205  -0.5775
S -0.917 -2.733 -0.259  0.7221
C 2.132 -3.751 1.867  0.6396
O 2.684 -3.314 2.866  -0.6310
N 2.549 -4.848 1.207  -0.7983
H 3.350 -5.357 1.540  0.4076
H 2.044 -5.157 0.395  0.4174
C -3.204 1.299 0.773  -0.2742
C -2.915 2.401 -0.190  0.2600
C -3.687 2.998 -1.143  -0.2972
C -2.865 3.962 -1.776  -0.3101
C -1.654 3.874 -1.167  0.0937
O -1.672 2.935 -0.207  -0.4145
H -0.735 4.406 -1.316  0.2064
H -3.142 4.621 -2.572  0.2325
H -4.715 2.788 -1.361  0.2293
H -2.876 1.575 1.780  0.2726
H -4.280 1.100 0.780  0.2139
H -3.556 0.083 -1.327  0.2507
H -3.018 -1.515 -0.832  0.2288
H -0.582 0.899 -0.593  0.4185
H 0.543 -0.003 -3.154  0.2396
H 0.932 1.575 -2.433  0.1914
H 3.083 1.606 -1.072  0.1889

=====

(5)
This record from OMol25 describes the molecule C17H23NO in a non-equilibrium geometry. The level of theory is ωB97M-V/def2-TZVPD.

**Charge**: 0
**Multiplicity**: 1
**Highest occupied orbital energy**: -8.50 eV
**SMILES string**: C[C@@](O)(C#CCN1CCCCCC1)c1ccccc1
**Relative energy (zero: lowest compared OMol25 entry of this formula, charge and spin)**: 372.5 kcal per mole
**LUMO**: 0.6 eV
**Orbital gap**: 9.12 eV

Last column: natural (NBO) charge in e.
Cartesian coordinates (Å):
C -0.485 -2.754 -3.261  -0.6361
H -0.634 -2.115 -4.164  0.2423
H -1.575 -2.674 -2.646  0.2552
H -0.334 -3.795 -3.505  0.2546
C 0.342 -2.163 -2.516  0.1809
C 0.233 -0.829 -2.165  -0.0379
C 0.142 0.334 -1.983  0.0186
C -0.426 1.670 -1.473  -0.1983
N -0.962 1.756 -0.145  -0.3943
C -0.021 1.396 0.861  -0.2418
C 1.042 2.247 1.654  -0.4329
H 1.806 1.669 1.889  0.2291
C 0.270 3.175 2.511  -0.3455
H 1.241 3.676 3.263  0.1799
C -0.823 4.072 2.270  -0.4823
C -1.708 3.455 1.420  -0.3884
H -2.630 4.303 1.300  0.2045
C -1.372 3.156 -0.028  -0.2469
H -0.846 3.998 -0.190  0.1844
H -2.228 3.174 -0.558  0.1997
H -2.297 2.528 1.957  0.2202
H -0.080 4.816 1.748  0.2061
H -1.042 4.510 3.303  0.2566
H 0.192 2.360 3.408  0.1779
H 1.100 2.955 0.884  0.1896
H 0.525 0.570 0.516  0.2065
H -0.644 1.015 1.529  0.1806
H -1.072 2.086 -2.036  0.1877
H 0.736 2.279 -1.672  0.1404
C 0.632 -2.945 -1.089  0.0467
C -0.312 -2.733 0.107  -0.1928
C -0.349 -3.494 1.130  -0.2241
C 0.673 -4.486 1.323  -0.1824
C 1.464 -4.803 0.094  -0.1905
C 1.457 -4.080 -1.017  -0.2457
H 2.153 -4.330 -1.568  0.2019
H 2.011 -5.660 0.323  0.2024
H 0.949 -5.039 2.194  0.2104
H -0.864 -3.226 2.015  0.2094
H -0.831 -1.994 -0.011  0.1821
O 1.876 -2.145 -3.127  -0.8126
H 2.692 -1.937 -2.543  0.4847